Record 1
C3H7N3O2 in the gas phase. Source: the OMol25 dataset; level of theory: ωB97M-V with the def2-TZVPD basis set.

Summary:
- Orbital gap: 0.35768 Eh
- Energy above the lowest of the compared OMol25 structures with the same formula, charge and spin: 6.104 eV
- SMILES string: CC(=O)O/N=C/NN

Geometry as XYZ:
```
15
Properties=species:S:1:pos:R:3:forces:R:3
C 3.3043 -0.6295 0.1500 4.035 -1.719 0.331
C 2.1917 0.2635 -0.0038 -3.972 6.053 -2.410
C -1.2311 -0.1845 -0.1890 -3.310 0.621 -0.146
H 3.9822 -0.8704 -0.9115 -2.451 0.711 3.046
H 4.0976 0.0731 0.8487 -2.292 -2.545 -1.826
H 2.9191 -1.6205 0.6326 1.270 1.689 -0.824
H -1.2684 -1.2598 -0.1239 0.373 -0.231 0.196
H -2.5128 1.4303 -0.1754 0.567 1.100 -0.110
H -4.3742 0.1822 -0.5288 1.416 -1.465 2.581
H -3.8747 0.4515 1.0536 -0.842 -0.336 0.650
N -0.2895 0.6028 -0.4111 3.767 0.419 0.170
N -2.4784 0.4467 -0.1938 0.744 -1.828 -0.219
N -3.6784 -0.1663 0.2819 -1.068 1.684 -2.914
O 2.2854 1.4938 0.0900 0.235 -2.801 0.560
O 0.9268 -0.2127 -0.5194 1.527 -1.352 0.915
```
Forces are in eV/Å.


Record 2
C3H7N3O2 in the gas phase. Source: the OMol25 dataset; level of theory: ωB97M-V with the def2-TZVPD basis set.

Summary:
- Orbital gap: 0.37791 Eh
- Energy above the lowest of the compared OMol25 structures with the same formula, charge and spin: 5.172 eV
- SMILES string: CC(=O)NN(C)N=O

Geometry as XYZ:
```
15
Properties=species:S:1:pos:R:3:forces:R:3
C -1.9465 0.5207 0.8595 0.032 0.008 -0.011
C 1.5751 -1.3145 -0.3136 0.321 0.370 0.561
N -0.6740 0.5690 0.1729 -0.397 0.494 0.759
N -0.4837 0.0206 -1.0787 2.547 -0.282 -0.399
C 1.1345 -0.0985 -1.0761 -1.709 -0.877 -2.225
N 0.4537 0.9904 0.6727 0.445 0.792 1.120
O 0.5152 1.4219 1.8153 -0.585 -0.438 -0.690
O 1.7616 0.4509 -1.9381 -0.519 -0.055 0.857
H -0.6971 0.7089 -1.8036 0.025 0.098 0.184
H -1.7814 0.8769 1.8768 -0.035 -0.041 -0.113
H -2.3178 -0.5032 0.8534 0.035 0.008 0.043
H -2.6618 1.1616 0.3432 -0.018 0.017 0.075
H 0.7598 -1.7587 0.2494 -0.034 -0.057 -0.061
H 2.0028 -2.0262 -1.0184 -0.129 0.025 -0.047
H 2.3596 -1.0200 0.3854 0.021 -0.062 -0.051
```
Forces are in eV/Å.


Record 3
C3H7N3O3 as an isolated structure. Source: the OMol25 dataset; level of theory: ωB97M-V with the def2-TZVPD basis set.

Summary:
- Orbital gap: 0.25655 Eh
- Energy above the lowest of the compared OMol25 structures with the same formula, charge and spin: 5.830 eV

Geometry as XYZ:
```
16
Properties=species:S:1:pos:R:3:forces:R:3
C -1.5563 -0.1504 -1.2417 0.276 -0.570 0.569
N -0.6663 -0.8004 -0.3078 0.079 1.748 1.145
C -0.1556 -0.0573 0.8813 -5.606 -4.082 0.639
C 1.4363 0.5326 -0.2236 3.162 -0.170 -4.172
N 1.7980 1.7318 0.2278 -0.630 -0.150 0.949
O -0.8694 -2.1678 -0.2174 0.462 -0.454 0.843
O 0.4151 -0.9865 1.7362 0.438 1.026 -0.884
N 1.5125 -0.3234 -1.0581 0.441 1.922 2.425
O -0.7364 0.9305 1.3145 2.032 0.262 -0.890
H 0.0211 -2.4957 0.0196 -0.522 -0.108 -0.422
H 0.3676 -0.6127 2.6267 0.026 0.108 -0.075
H 1.1270 2.1758 0.8445 0.452 0.230 -0.123
H 2.5999 2.1990 -0.1633 -0.212 -0.014 0.092
H -2.5889 -0.3336 -0.9427 -0.267 0.241 -0.222
H -1.3664 -0.5553 -2.2362 -0.069 -0.042 -0.003
H -1.3382 0.9133 -1.2598 -0.060 0.054 0.129
```
Forces are in eV/Å.


Record 4
C3H7N3O3 in the gas phase. Source: the OMol25 dataset; level of theory: ωB97M-V with the def2-TZVPD basis set.

Summary:
- Orbital gap: 0.37732 Eh
- Energy above the lowest of the compared OMol25 structures with the same formula, charge and spin: 4.233 eV
- SMILES string: NC(=O)N(CCO)N=O

Geometry as XYZ:
```
16
Properties=species:S:1:pos:R:3:forces:R:3
C 0.5845 1.6884 0.2196 0.854 -2.858 0.641
C -0.8955 -0.3523 0.8321 -1.369 3.264 -1.204
C -1.7196 -0.9832 -0.3757 0.514 -0.015 0.093
H 2.1267 3.0001 -0.1185 -1.090 -0.915 -0.293
H 2.3806 1.3692 -0.5127 -0.531 0.524 -0.460
H -1.5645 0.6894 1.1313 2.342 -3.232 -0.351
H -0.5609 -0.9524 1.7024 -0.798 0.075 -0.653
H -1.1936 -0.6256 -1.3365 -1.116 -0.243 1.335
H -2.7697 -0.5189 -0.2970 1.436 -1.400 -0.405
H -0.9063 -2.7443 -0.5218 3.265 -0.793 -0.509
N 1.6778 2.1214 -0.4510 1.818 -0.165 0.156
N 0.3466 0.2075 0.2123 0.404 1.585 0.208
N 1.2433 -0.5615 -0.3785 -0.674 0.382 -0.167
O -0.1576 2.2843 0.9051 -1.524 2.365 0.812
O -1.7393 -2.4148 -0.3798 -4.327 2.120 0.717
O 0.8716 -1.7079 -0.4981 0.796 -0.694 0.080
```
Forces are in eV/Å.


Record 5
A 2-piece molecular cluster, C3H7N3O3 overall. Source: the OMol25 dataset; level of theory: ωB97M-V with the def2-TZVPD basis set.

Summary:
- Orbital gap: 0.37027 Eh
- Energy above the lowest of the compared OMol25 structures with the same formula, charge and spin: 8.133 eV

Geometry as XYZ:
```
16
Properties=species:S:1:pos:R:3:forces:R:3
C -0.8643 -1.3056 -1.2781 2.844 -4.302 2.123
C -0.3196 -0.6758 0.0107 0.949 -0.446 3.191
C 0.9354 -1.3714 0.5106 2.127 -0.484 -0.370
H -0.8468 -2.5263 -1.3719 -0.192 3.134 1.100
H -0.2652 -1.0695 -2.0804 1.599 1.002 -1.811
H -1.7665 -0.9507 -1.4410 -4.511 1.445 -0.863
H -0.9301 -0.8006 1.0102 0.244 0.246 -2.333
H 0.9659 0.9423 -0.5115 0.107 0.032 0.493
H 1.4000 0.1415 2.0605 3.149 -2.146 -3.842
H 2.7765 -1.1164 1.3278 1.483 -1.613 1.385
N 0.1320 0.7138 0.0232 0.435 -2.092 -0.821
N -0.7489 1.6297 -0.1224 -4.248 4.867 -2.164
N 2.1557 -0.4834 0.9355 -7.107 1.855 1.973
O -0.2851 2.7904 -0.4004 -1.396 -2.748 0.983
O -2.0048 1.3418 -0.0930 3.701 0.688 0.464
O 0.9631 -2.5726 0.4549 0.818 0.563 0.491
```
Forces are in eV/Å.


Record 6
A 2-piece molecular cluster, C3H7N3OS overall. Source: the OMol25 dataset; level of theory: ωB97M-V with the def2-TZVPD basis set.

Summary:
- Orbital gap: 0.32741 Eh
- Energy above the lowest of the compared OMol25 structures with the same formula, charge and spin: 8.180 eV

Geometry as XYZ:
```
15
Properties=species:S:1:pos:R:3:forces:R:3
C -1.7185 1.6395 0.0709 -2.781 2.952 1.753
C -1.2756 0.2212 -0.0094 0.573 1.651 -1.168
C 2.0260 0.9102 0.1349 -4.404 -2.437 -1.795
H -2.8414 1.6773 -0.4681 3.151 0.114 1.557
H -0.9042 2.4358 -0.3611 -2.520 -2.214 1.102
H -1.9442 1.9560 1.3435 0.754 -0.950 -4.003
H 2.6973 1.6662 0.2275 1.656 2.290 0.532
H 3.6688 -0.2286 0.3137 -3.798 -1.124 -0.960
H 0.6352 -1.0962 0.6330 4.733 -2.389 -2.353
H 1.8536 -1.6226 -0.9785 -1.524 -1.397 3.476
N 0.7522 1.2532 -0.0662 3.904 0.817 0.943
N 2.5649 -0.3213 -0.0220 4.831 2.461 2.610
N 1.8817 -1.5671 0.1598 -2.922 1.817 -2.092
O 0.0191 0.1294 -0.3978 -0.928 -0.640 0.065
S -2.1188 -1.1251 0.0495 -0.724 -0.951 0.333
```
Forces are in eV/Å.


| no. | E_tot (eV) | lowest unoccupied orbital energy (eV) | HOMO energy (eV) |
| --- | --- | --- | --- |
| 1 | -11785.209 | 0.868 | -8.9 |
| 2 | -11786.141 | 0.747 | -9.5 |
| 3 | -13832.789 | -0.832 | -7.8 |
| 4 | -13834.386 | 0.274 | -10.0 |
| 5 | -13830.486 | -0.475 | -10.6 |
| 6 | -20570.004 | 0.222 | -8.7 |